147
Properties=species:S:1:pos:R:3:forces:R:3:mulliken_charge:R:1 method="wB97M-V/def2-TZVPD" orbital_gap_ev="7.918 / 7.800" e_above_lowest_ev=5.040 largest_force_ev_per_a=5.790 s_squared=3.763 e_homo_ev="-17.45 / -17.44" total_charge=+4 multiplicity=4
V -0.3317 -1.3538 -3.5453 -0.250 1.670 1.702 0.14
P -0.2728 -0.4500 -1.3081 -0.553 3.656 0.292 0.69
O -0.1320 0.5889 -2.5387 -0.400 0.216 0.643 -1.08
O -1.5046 -1.1863 -1.7829 -3.184 -1.676 -0.708 -0.43
O -0.2206 -0.0561 0.1671 0.016 -0.172 -1.640 0.55
O 0.7582 -1.3806 -1.8706 4.319 -3.847 -0.270 -0.24
C 3.6060 -0.5882 3.3704 -0.090 -0.380 -0.664 -1.01
C 2.2663 -0.3528 4.0364 -0.346 0.285 -0.004 -0.35
C 1.3463 0.6060 3.2416 -0.651 -0.054 0.305 0.15
N 0.0312 0.9883 3.9774 -1.339 0.438 -0.996 0.70
C 0.3760 1.4950 5.3892 -0.410 0.315 -0.800 -1.11
C -1.0933 -0.1619 3.9718 0.773 1.020 -0.260 -1.11
C -2.1201 0.1983 2.9096 -0.292 0.536 0.263 1.61
C -2.2877 1.7295 3.1315 3.106 -0.199 -0.222 -0.74
C -0.7499 2.1314 3.1337 0.462 -0.066 0.320 -0.43
H 4.1306 0.3267 3.0948 0.135 0.011 0.316 0.37
H 3.4634 -1.1578 2.4521 -0.033 -0.010 -0.310 -0.15
H 4.2126 -1.2415 3.9976 0.190 0.362 0.084 0.47
H 2.4739 0.0007 5.0464 -0.238 0.322 -0.055 0.60
H 1.8168 -1.3353 4.1803 -0.393 0.016 -0.088 0.30
H 1.0686 0.2934 2.2350 -0.395 -0.873 0.125 -0.81
H 1.8337 1.5417 2.9677 0.210 0.336 0.873 0.53
H -0.3326 2.2675 5.6877 -0.187 -0.185 -0.156 0.42
H 1.3487 1.9797 5.3049 -0.028 -0.200 0.232 0.40
H 0.3491 0.7077 6.1426 0.210 -0.127 -0.359 0.35
H -1.6684 -0.0403 4.8898 0.760 -0.421 0.450 0.56
H -0.5769 -1.1115 3.8320 -0.176 0.072 0.353 0.26
H -3.0371 -0.3571 3.1059 -0.049 0.063 0.244 0.33
H -1.8238 -0.0629 1.8937 0.323 0.375 -0.038 -1.13
H -2.5698 2.0312 4.1402 -0.948 -0.347 -0.194 0.42
H -2.8046 2.2572 2.3301 -0.115 -0.020 0.300 0.34
H -0.4645 3.1011 3.5414 -0.465 -0.119 0.803 0.64
H -0.2998 2.2558 2.1489 -0.091 -1.113 -0.300 -0.40
C 3.7127 -5.3939 3.5863 0.197 0.312 -0.812 -1.51
C 3.1143 -4.3893 2.5133 -0.033 -2.566 -0.639 0.14
C 2.5671 -5.1486 1.1615 1.249 2.115 1.691 -0.80
N 2.1056 -4.0910 0.1692 -2.385 0.224 -1.179 0.74
C 1.0462 -3.1714 0.7983 0.860 0.390 0.023 0.85
C 3.1730 -3.3433 -0.5870 0.598 -0.169 -1.979 0.26
C 3.1780 -3.8638 -2.0966 -0.229 -1.479 1.872 -0.72
C 2.4647 -5.2411 -1.9371 1.999 0.037 -0.867 -0.82
C 1.4301 -4.9196 -0.9393 -1.363 0.180 -0.046 -0.41
H 4.1727 -4.8689 4.4234 -0.570 0.287 0.135 0.40
H 4.5711 -5.9682 3.2379 -0.093 0.029 -0.654 0.38
H 3.0071 -6.1448 3.9416 -0.224 0.334 0.059 0.38
H 3.8896 -3.6800 2.2239 -0.088 0.072 -0.056 0.30
H 2.2631 -3.8686 2.9520 0.138 0.050 -0.008 0.12
H 1.6964 -5.7808 1.3356 0.223 0.092 0.327 0.43
H 3.3252 -5.7068 0.6122 0.125 -0.108 0.449 0.50
H 1.5388 -2.3826 1.3669 0.298 -0.462 0.483 -0.27
H 0.3891 -3.7722 1.4270 0.076 0.045 -0.105 0.85
H 0.5141 -2.5327 0.0934 0.063 -0.887 -0.628 -1.79
H 2.9771 -2.2850 -0.7595 -0.197 0.078 1.242 -0.87
H 4.1345 -3.5993 -0.1420 -0.108 0.448 0.118 0.70
H 2.5590 -3.2837 -2.7810 0.397 0.494 0.279 0.16
H 4.2176 -3.9816 -2.4023 -0.242 0.193 -0.378 0.59
H 2.1114 -5.5309 -2.9267 -0.422 -0.292 0.314 0.41
H 3.1720 -6.0037 -1.6111 -0.017 -0.067 0.009 0.32
H 0.7256 -4.3191 -1.5148 -0.285 0.549 0.685 -0.14
H 0.8744 -5.7250 -0.4591 0.188 -0.066 -0.198 0.51
C -5.6986 0.1654 1.2836 1.153 1.695 0.766 -1.22
C -5.4760 -1.0208 0.4087 -0.274 -0.064 0.306 -0.46
C -4.0727 -1.6402 0.5886 0.215 -1.078 -0.722 0.02
N -3.8509 -2.9382 -0.1787 -1.785 -2.651 -2.684 0.97
C -4.4261 -2.8420 -1.6348 0.349 0.719 0.143 -0.81
C -4.6321 -4.1629 0.4029 -2.970 3.095 1.207 -0.86
C -3.9273 -5.3874 0.2685 1.495 -1.136 -0.922 -0.61
C -2.5708 -4.8551 0.6021 2.111 0.345 1.001 -0.96
C -2.3885 -3.5040 -0.2036 -0.935 -0.627 1.035 0.40
H -5.4704 -0.0803 2.3207 -0.355 0.203 0.173 0.40
H -6.6635 0.6619 1.1807 -0.292 -0.709 0.144 0.43
H -5.0352 0.9815 0.9973 0.498 0.128 0.085 0.01
H -5.7137 -0.6365 -0.5832 0.273 -0.755 -0.295 0.33
H -6.2751 -1.6541 0.7940 0.193 -0.903 -0.748 0.35
H -3.8706 -1.9792 1.6046 -0.212 0.489 0.264 0.69
H -3.2159 -1.0677 0.2335 -0.310 0.702 0.062 -0.48
H -3.8030 -2.1475 -2.1983 0.184 -0.165 0.104 -0.04
H -5.4483 -2.4664 -1.6796 0.141 0.158 0.749 0.41
H -4.5333 -3.7961 -2.1509 0.760 -0.281 0.478 0.43
H -5.6704 -4.2150 0.0753 0.081 0.579 -0.423 0.34
H -4.6901 -4.0013 1.4793 -0.083 0.495 0.089 0.42
H -3.9072 -5.8062 -0.7376 -0.323 -0.234 0.031 0.33
H -4.4007 -6.0484 0.9945 0.528 -0.492 -0.199 0.40
H -1.7788 -5.6039 0.6018 0.314 0.152 -1.057 0.43
H -2.5012 -4.6043 1.6606 -0.512 0.322 0.276 0.42
H -2.0144 -3.6473 -1.2174 -0.503 0.167 0.015 0.13
H -1.7804 -2.7287 0.2624 0.082 -0.333 0.082 -0.52
C 2.6118 5.5329 -1.3194 0.691 -1.196 -1.493 -1.52
C 2.4919 3.9908 -1.4025 0.356 0.016 -0.212 0.55
C 3.8036 3.1717 -1.0923 -1.434 -0.184 0.965 -0.90
N 3.5823 1.6405 -1.0326 0.624 -0.742 0.043 0.37
C 4.8936 0.8966 -0.5929 -0.097 0.688 0.224 -0.25
C 6.0456 1.0090 -1.5530 -0.766 -0.456 -1.765 -0.73
C 5.6389 0.4409 -2.9672 1.145 2.001 1.108 -0.81
C 4.3474 1.2103 -3.4473 1.289 -1.984 0.622 -0.94
C 3.2663 1.0098 -2.4283 -0.440 -0.534 0.567 0.40
C 2.4786 1.2529 -0.0022 0.899 0.490 -1.552 0.78
H 1.6699 5.9338 -1.6938 -0.350 0.234 1.159 0.33
H 3.1908 5.8416 -2.1898 0.940 0.227 0.476 0.42
H 3.0304 5.8410 -0.3613 -0.410 0.549 -0.272 0.37
H 2.1139 3.7979 -2.4065 0.130 -0.435 -0.079 0.27
H 1.6779 3.7537 -0.7175 0.164 -0.594 0.196 -0.21
H 4.0676 3.3779 -0.0551 0.310 0.299 -0.044 0.35
H 4.6638 3.3902 -1.7251 -0.348 -0.016 -0.098 0.62
H 5.2352 1.2180 0.3911 -0.535 0.562 0.116 0.45
H 4.6826 -0.1654 -0.4675 -0.611 0.012 -0.209 0.07
H 6.3398 2.0333 -1.7815 0.331 0.030 0.695 0.29
H 6.8419 0.4233 -1.0937 0.300 0.308 -0.195 0.46
H 6.4885 0.6593 -3.6142 -0.147 0.111 -0.237 0.49
H 5.6419 -0.6483 -2.9258 -0.977 -0.075 -0.164 0.22
H 4.4317 2.2737 -3.6713 0.607 -0.213 -0.327 0.39
H 4.1026 0.6062 -4.3209 -0.671 0.669 -0.340 0.43
H 2.3040 1.2740 -2.8669 -0.249 0.556 0.850 0.19
H 3.1983 -0.0556 -2.2084 -0.205 -0.059 0.114 -0.22
H 1.5563 1.5260 -0.5149 -0.074 -0.572 0.447 -1.27
H 2.5625 1.7593 0.9593 0.442 0.516 -0.391 0.28
H 2.6284 0.1957 0.2172 -0.500 -0.021 -0.456 -0.12
C -4.6061 1.9616 -3.3436 0.333 -1.954 0.609 -1.61
C -3.3909 1.3790 -2.4778 -1.643 1.859 -0.952 0.75
C -2.8990 2.2731 -1.3945 1.800 1.231 0.481 -0.23
N -2.1645 3.6070 -1.8004 -1.259 1.051 -1.281 0.74
C -3.2478 4.5985 -2.4654 1.273 -0.706 -1.012 -0.57
C -2.8022 6.0829 -2.5275 -0.265 -1.236 -0.462 -0.96
C -2.3260 6.5014 -1.1884 -1.440 2.448 0.788 -1.06
C -1.2997 5.6451 -0.5509 1.857 0.322 -0.068 0.18
C -1.6550 4.2020 -0.4574 -1.503 -0.782 -1.388 -0.08
C -0.9349 3.4391 -2.7707 -1.019 0.032 1.887 -0.75
H -4.9807 1.0764 -3.8575 0.444 0.100 -0.956 0.52
H -4.3169 2.7596 -4.0275 -0.275 -0.461 0.023 0.31
H -5.5560 2.1558 -2.8456 0.416 0.849 0.784 0.35
H -2.5699 1.1998 -3.1720 -0.037 -0.590 0.254 0.00
H -3.7091 0.5021 -1.9140 0.130 -0.363 -0.516 -0.26
H -2.1408 1.7667 -0.7971 0.270 -0.280 -0.131 -0.61
H -3.6422 2.5539 -0.6482 -0.365 0.314 -0.398 0.71
H -4.2075 4.3263 -2.0261 0.158 0.691 0.666 0.59
H -3.3813 4.2401 -3.4862 0.446 -0.024 0.092 0.19
H -3.5978 6.6661 -2.9910 -0.575 0.013 0.768 0.49
H -2.0482 6.3267 -3.2759 0.552 -0.921 -0.108 0.36
H -3.1632 6.6920 -0.5169 -0.413 -0.664 0.209 0.35
H -1.9835 7.5352 -1.2346 0.589 -0.023 -0.201 0.53
H -1.0812 6.0493 0.4376 -0.112 -0.249 0.222 0.53
H -0.3613 5.8034 -1.0822 0.177 -0.267 -0.142 -0.57
H -2.5554 4.1539 0.1550 0.168 -0.348 0.406 0.32
H -0.9028 3.4631 -0.1810 0.175 0.403 0.506 -0.21
H -1.1420 2.9742 -3.7346 -0.474 -0.067 0.391 0.20
H -0.3135 2.7995 -2.1438 0.425 -0.010 -0.708 0.01
H -0.5148 4.4316 -2.9336 -0.093 -0.090 0.147 0.53

***

18
Properties=species:S:1:pos:R:3:forces:R:3:mulliken_charge:R:1 method="wB97M-V/def2-TZVPD" orbital_gap_ev="7.039 / 7.034" e_above_lowest_ev=4.689 largest_force_ev_per_a=4.666 e_homo_ev="-8.44 / -8.44"
C -0.8226 1.8625 1.4640 1.588 0.408 -1.694 -0.41
C -2.0210 0.1960 -1.9104 -0.991 3.376 -3.064 0.34
N 0.1195 -2.3193 -0.7397 1.176 -0.969 -0.016 0.01
N 0.8157 0.2039 0.8792 -2.372 -0.558 -0.920 -0.16
N 2.2530 -1.9284 0.5719 -1.233 -0.441 -0.874 0.31
O 0.4476 1.5537 0.8208 1.634 -0.123 -0.416 -0.17
O -1.5070 -0.8182 -1.2829 0.337 0.403 0.507 -0.19
F -1.3654 1.3861 -1.6829 0.502 0.187 1.320 -0.25
F -1.8552 0.1640 -3.2886 0.156 -1.358 -0.329 -0.26
F 3.2066 -2.4651 1.3853 0.900 -0.190 0.702 -0.23
F 3.0555 -0.0653 1.8464 0.261 0.428 -0.651 -0.28
P 1.1545 -3.1018 0.1454 -0.093 0.656 -0.224 -0.02
P 0.1807 -0.8232 -1.3488 -0.321 -0.687 1.457 0.30
P 2.3549 -0.1387 0.3721 1.156 0.637 1.442 0.14
H -1.4540 1.9954 0.5013 0.026 -0.090 2.450 0.11
H -0.5335 2.8381 2.0015 -1.164 -1.483 -0.667 0.20
H -0.9696 0.9925 2.1240 -0.853 0.674 -0.150 0.32
H -3.0596 0.4680 -1.8586 -0.710 -0.869 1.127 0.24

***

50
Properties=species:S:1:pos:R:3:forces:R:3:mulliken_charge:R:1 method="wB97M-V/def2-TZVPD" orbital_gap_ev="5.041 / 4.636" largest_force_ev_per_a=8.023 s_squared=2.054 e_homo_ev="-14.40 / -14.38" total_charge=+2 multiplicity=3
C -1.4227 3.2898 -1.6034 -1.244 -0.818 0.142 -0.88
C -1.1153 2.0493 -1.0376 0.544 -1.262 1.346 0.45
C 0.2399 1.6517 -1.0033 0.432 1.759 -0.937 0.00
C 1.1527 2.3802 -1.8139 0.090 -0.640 0.349 0.65
C 0.8399 3.5927 -2.3871 -0.054 0.298 -0.589 -0.90
C -0.4720 4.0503 -2.2584 0.111 0.405 0.240 -0.66
C 2.5267 1.7950 -1.5731 -0.939 -0.692 -4.832 -1.26
C 2.6259 0.3014 -1.7873 -0.416 0.661 0.408 0.88
C 1.6267 -0.3215 -1.0063 1.384 0.498 -0.509 0.40
C 1.5335 -1.7226 -1.0259 -0.861 1.138 1.315 0.28
C 2.6415 -2.4018 -1.5190 -1.401 -1.063 0.018 -0.81
C 3.6929 -1.7676 -2.1447 0.486 -0.244 0.620 -0.75
C 3.7004 -0.3908 -2.2790 0.239 -0.049 -1.030 -0.89
H -2.4855 3.5988 -1.5392 0.837 0.003 -0.247 0.41
H 1.5989 4.1983 -2.9175 -0.539 -0.513 0.367 0.43
H -0.7673 5.0306 -2.6148 0.133 -0.116 -0.170 0.42
H 3.2561 2.3272 -2.0990 1.655 1.099 0.597 0.74
H 2.5809 -3.4858 -1.4316 0.350 0.104 -0.287 0.44
H 4.5423 -2.3685 -2.4205 0.136 -0.003 -0.332 0.42
H 4.5235 0.1113 -2.7979 -0.349 -0.132 0.267 0.45
N 0.9602 0.6782 -0.2018 -6.571 -4.439 1.221 0.43
Mo -0.1881 -0.1692 1.5055 1.055 2.507 0.013 -0.19
C -2.1907 1.1052 -0.4471 -0.291 1.329 -1.308 -1.21
H -2.1316 0.1115 -0.9026 0.053 0.001 -0.074 0.32
H -3.1644 1.5189 -0.7368 -0.056 -0.171 -0.121 0.61
C 0.2346 -2.3948 -0.5251 1.296 -0.544 -1.750 -1.35
H -0.6395 -2.0033 -1.0459 -0.037 0.175 -0.177 0.44
H 0.3093 -3.4391 -0.8322 -0.203 -0.250 -0.091 0.63
P -2.2410 0.9465 1.3321 -2.742 0.934 -0.363 1.21
P -0.0824 -2.4350 1.2028 0.822 -1.670 0.232 1.59
C 1.2428 -3.3906 1.9262 0.494 0.089 0.660 -1.45
H 1.2096 -3.3267 3.0151 -0.107 -0.061 0.019 0.41
H 1.1528 -4.4385 1.6386 -0.149 -0.004 -0.084 0.46
H 2.2227 -3.0336 1.6180 0.029 0.142 -0.177 0.43
C -1.5557 -3.3772 1.4601 -0.780 0.114 0.284 -1.19
H -1.3884 -4.4159 1.1902 0.101 -0.135 -0.076 0.47
H -1.8580 -3.3204 2.5017 0.017 -0.046 0.195 0.39
H -2.3719 -2.9854 0.8617 -0.150 0.028 -0.164 0.36
C -2.3800 2.6327 1.9877 0.599 -0.052 0.495 -1.20
H -3.3726 3.0489 1.7536 0.315 -0.246 0.029 0.43
H -2.2338 2.5866 3.0796 -0.177 0.161 -0.354 0.41
H -1.5924 3.2619 1.5514 -0.244 -0.094 0.095 0.42
C -3.8059 0.1061 1.7560 0.390 -0.223 0.136 -1.14
H -3.8097 -0.0456 2.8512 -0.174 0.031 -0.519 0.38
H -4.6536 0.7414 1.4320 0.426 -0.380 0.191 0.47
H -3.8279 -0.8764 1.2466 -0.171 0.504 0.291 0.31
C 1.5850 0.0258 2.4577 6.938 -0.671 3.254 0.54
O 2.6289 0.0569 2.9766 -4.730 0.212 -2.252 -0.18
H 2.1320 1.5520 -0.6771 2.653 1.847 5.067 0.01
F -1.0095 -0.6386 3.2838 0.802 0.480 -1.410 -0.64

***

54
Properties=species:S:1:pos:R:3:forces:R:3:mulliken_charge:R:1 method="wB97M-V/def2-TZVPD" orbital_gap_ev=8.707 e_above_lowest_ev=0.000 largest_force_ev_per_a=1.121 e_homo_ev=-12.58 total_charge=+1
C 2.9832 -1.0243 1.7247 0.031 0.122 -0.114 -1.08
C 2.1033 -0.5512 2.8772 0.340 -0.051 0.218 -0.53
N 1.1539 0.4873 2.4444 0.120 0.302 -0.063 0.34
C 1.2410 1.7231 2.7750 0.095 -0.081 -0.151 0.07
C 0.3075 2.6059 2.0255 0.572 0.054 -0.623 -0.85
C -0.2135 1.6637 0.9136 -0.340 -0.081 0.672 -0.61
C -0.0477 0.2892 1.5644 -0.927 0.051 0.276 0.21
C -0.1623 -0.9369 0.6693 0.560 -0.122 -0.268 -0.23
C -1.5971 -1.4536 0.5640 -0.146 -0.353 -0.085 -0.30
O -2.1029 -1.5159 -0.5303 -0.280 0.354 -0.114 -0.63
N -2.3066 -1.8221 1.7056 0.728 0.757 0.392 0.12
C -1.5327 -2.2561 2.8647 -0.124 -0.244 0.016 -0.85
C -3.4534 -0.9364 1.9891 -0.500 -0.464 -0.173 -0.82
H 3.5130 -0.1708 1.2904 0.014 -0.127 0.055 0.29
H 3.7193 -1.7398 2.0954 -0.059 0.105 0.032 0.44
H 2.4289 -1.5058 0.9228 0.061 0.014 0.058 0.28
H 1.5626 -1.3591 3.3773 -0.098 0.068 -0.234 0.20
H 2.7417 -0.0788 3.6294 -0.166 -0.078 -0.011 0.45
H 2.0010 2.0612 3.4750 -0.081 -0.115 -0.039 0.45
H -0.4633 3.0877 2.6326 0.090 -0.201 0.123 0.35
H 0.9305 3.4048 1.6039 -0.255 0.100 0.134 0.40
H 0.3603 1.7957 -0.0051 -0.153 -0.143 0.028 0.38
H -1.2795 1.8158 0.7424 0.226 0.189 -0.410 0.26
H -0.8756 0.2293 2.2839 0.205 -0.094 0.056 0.24
H 0.4887 -1.7569 0.9810 -0.121 0.087 0.097 0.35
H 0.1085 -0.6632 -0.3545 0.148 -0.177 0.145 0.11
H -0.9063 -1.4823 3.3277 -0.086 -0.019 0.035 0.26
H -0.9003 -3.1035 2.5868 -0.035 0.115 0.025 0.32
H -2.2289 -2.6193 3.6223 0.084 0.035 -0.073 0.43
H -3.2999 0.0801 1.6117 0.060 -0.059 0.062 0.22
H -4.3662 -1.3264 1.5309 0.112 0.069 0.049 0.29
H -3.6110 -0.8980 3.0682 0.049 0.026 -0.113 0.36
C 3.5135 -1.1027 -3.9896 -0.019 -0.206 -0.046 -0.41
C 2.5109 -1.2112 -2.8580 -0.092 0.102 -0.058 -0.32
O 3.3283 -1.1762 -1.6739 0.027 -0.065 -0.074 -0.21
S 4.6023 -0.2253 -1.9203 -0.144 -0.150 -0.087 1.09
O 4.3278 1.0584 -1.3761 0.018 0.030 0.032 -0.55
O 5.7634 -0.9422 -1.5452 -0.011 0.019 0.119 -0.53
O 4.4749 -0.1533 -3.5007 -0.029 0.186 0.074 -0.29
H 4.0174 -2.0503 -4.1816 -0.002 0.001 0.018 0.31
H 3.0811 -0.7170 -4.9078 0.061 0.103 0.012 0.31
H 1.9530 -2.1433 -2.8705 0.058 -0.039 0.083 0.37
H 1.8259 -0.3608 -2.8447 0.008 0.000 -0.020 0.25
C -2.9737 0.4717 -2.8970 -0.019 -0.144 0.170 0.31
C -4.2711 1.0814 -2.4049 -0.092 -0.033 -0.222 -0.39
O -3.8399 2.2668 -1.7087 0.124 -0.055 0.123 -0.31
S -2.5762 2.9006 -2.4470 -0.116 -0.151 -0.122 1.05
O -2.9743 3.9316 -3.3293 0.047 0.034 -0.012 -0.55
O -1.5785 3.1435 -1.4606 0.038 -0.022 0.109 -0.50
O -2.1918 1.6128 -3.3036 -0.003 0.139 -0.021 -0.31
H -2.4500 -0.0600 -2.1025 -0.045 0.049 -0.085 -0.18
H -3.1072 -0.1812 -3.7545 0.031 0.092 -0.089 0.31
H -4.8034 0.4413 -1.7079 0.029 0.073 0.095 0.33
H -4.9284 1.3719 -3.2251 0.005 0.001 0.001 0.31